No. 1
{"formula": "C3H12N2O", "method": "the ωB97M-V functional and the def2-TZVPD basis", "multiplicity": 2, "lumo_ev": [3.99, 3.86], "charge": -1, "homo_energy_ev": [0.997, -5.375], "elements": ["C", "H", "N", "H", "C", "H", "H", "H", "O", "H", "H", "H", "H", "H", "C", "N", "H", "H"], "xyz": [[1.4540, 0.9932, -0.8460], [0.7875, -1.9509, -0.7231], [0.2278, -1.2549, -0.1585], [-0.7121, -2.6454, 0.9167], [-1.0310, -2.0332, 0.0749], [2.3270, 0.5542, -1.4011], [-1.9417, -1.4341, 0.4914], [1.3952, 0.8556, 1.0750], [-1.1804, 1.0548, 1.7932], [-1.4453, -2.4090, -0.7960], [1.0833, 1.7435, -1.5602], [-1.5343, 1.8406, 2.2302], [0.0019, -0.3979, -2.0782], [1.1306, 2.3795, 0.3594], [0.1608, 0.0436, -0.9429], [1.7798, 1.5994, 0.4141], [-0.6689, 0.6476, -0.6433], [-1.8342, 0.4133, 1.7943]]}



No. 2
{"formula": "C9H19N2", "method": "the ωB97M-V functional and the def2-TZVPD basis", "smiles": "C=CNC[NH2+]/C=C/C(C)(C)C", "lumo_ev": -3.26, "charge": 1, "homo_energy_ev": -12.477, "elements": ["H", "H", "N", "H", "C", "H", "H", "H", "H", "N", "H", "H", "C", "C", "H", "H", "C", "H", "H", "H", "C", "H", "H", "C", "C", "C", "H", "H", "C", "H"], "xyz": [[-1.2457, -2.0428, 1.1432], [4.2872, -2.5170, -0.9357], [1.1602, 1.9312, -0.4309], [-2.3845, 1.4239, 1.0254], [-0.7334, 0.3497, -0.5665], [1.9986, -0.4166, 1.4073], [-3.1574, -0.1979, 1.7877], [3.7538, -2.4262, 0.7536], [3.3179, -0.2374, -1.3065], [2.3663, -0.0207, 0.5358], [-2.9679, -0.2781, -2.0072], [-2.8637, -2.2245, 0.2534], [-1.8686, -1.7227, 0.1462], [2.3035, 1.3541, 0.5150], [3.1402, 1.6625, -0.0012], [-0.7989, 2.2577, 0.3296], [-2.0328, -0.2657, -0.1162], [-4.1271, -0.7416, -0.8265], [1.5051, 1.6482, -1.3408], [-0.1193, -0.2722, -1.2326], [3.1933, -0.7496, -0.3253], [-1.4439, -2.2185, -0.7477], [-3.4687, 0.9906, -1.0090], [-2.2794, 0.2989, 1.2165], [3.8273, -1.9036, -0.1971], [-0.2243, 1.5004, -0.1579], [1.3636, 2.9810, -0.2169], [2.1311, 1.7076, 1.5118], [-3.2420, -0.0599, -1.0265], [-1.3905, 0.1893, 1.8194]]}



No. 3
{"formula": "C3H6N", "method": "the ωB97M-V functional and the def2-TZVPD basis", "smiles": "C#C[NH2+]C", "lumo_ev": [-5.64, -5.65], "charge": 1, "homo_energy_ev": [-14.416, -14.422], "elements": ["H", "H", "H", "H", "N", "H", "C", "H", "C", "C"], "xyz": [[-0.7258, -1.0799, -0.8350], [0.4769, -1.5627, 0.2116], [2.3300, 0.9022, -2.9301], [0.1287, 0.3312, 1.6224], [0.0356, -0.7309, -0.2215], [-1.4250, -0.4655, 1.2794], [2.0334, 0.7896, -1.9235], [-0.9770, 1.0231, 0.4181], [0.8994, -0.1449, -1.1276], [-0.5978, 0.0985, 0.8438]]}



No. 4
{"formula": "C32H55Cl2CrN4O4Si", "method": "the ωB97M-V functional and the def2-TZVPD basis", "multiplicity": 5, "lumo_ev": [2.44, 2.42], "charge": -1, "homo_energy_ev": [-0.383, -3.869], "elements": ["H", "H", "C", "C", "C", "C", "H", "H", "Cl", "H", "C", "C", "H", "H", "C", "C", "C", "H", "C", "N", "C", "H", "H", "H", "H", "H", "H", "H", "H", "H", "H", "N", "H", "Cl", "H", "C", "C", "H", "H", "N", "H", "C", "H", "C", "H", "H", "H", "C", "H", "C", "H", "C", "C", "H", "C", "H", "H", "C", "C", "H", "H", "H", "C", "H", "C", "Cr", "H", "O", "O", "H", "H", "H", "H", "H", "H", "O", "H", "Si", "H", "C", "H", "C", "H", "H", "H", "C", "H", "C", "N", "C", "C", "H", "C", "H", "H", "C", "H", "O", "H"], "xyz": [[-0.3539, -6.9778, -0.0873], [-2.0515, -0.3966, -3.9725], [-1.7331, -4.0202, -1.1059], [-0.1833, 4.5054, 3.1170], [0.2667, -2.1969, 1.4491], [2.8618, 0.1119, -3.1536], [-2.7745, 0.5952, 6.1438], [3.2836, -1.7328, -0.3350], [0.0859, 4.2351, -4.3021], [-1.3499, 7.6646, -3.8263], [3.7387, -2.1829, -2.8270], [0.4619, 2.6144, 1.7489], [1.6057, -3.3242, -1.3527], [-2.9051, 1.4353, 4.5636], [-0.0445, -2.8712, -4.1673], [0.7007, -3.9137, -1.1426], [0.2029, -2.9078, -5.6411], [-0.4320, -3.6592, -6.1268], [1.9133, -3.3861, 2.8327], [0.6616, 3.3439, 2.8471], [-4.2247, -0.1328, 1.4072], [-2.6877, -3.5124, -1.3084], [-0.6845, -2.0351, 5.2284], [0.3687, 5.4434, 2.9441], [-0.5335, -4.3539, 3.6461], [0.0173, -1.9483, -6.1304], [-0.5236, 0.2957, -3.3938], [-0.1453, -0.7171, 3.2491], [3.6453, 0.2817, -3.9022], [-1.6032, -1.1614, 6.4869], [2.3646, -4.2983, 2.4073], [3.3193, -0.9240, -2.2287], [0.2255, -3.7919, -3.6476], [0.3140, 2.0407, -1.3688], [4.1995, -2.8100, -2.0574], [-2.2169, 0.9232, 5.2500], [-3.8306, 0.1820, 0.1061], [2.2618, 6.6470, -1.7542], [-1.9500, 5.3395, -1.9226], [0.5772, -3.1980, 2.2700], [-2.1425, 0.6626, -1.1568], [-3.2666, -0.2034, 2.4148], [4.4584, -1.9918, -3.6317], [-0.6625, -1.9102, -1.9321], [-5.2682, -0.3335, 1.6368], [-0.5346, 4.4667, 4.1599], [-0.0425, -5.2217, 2.1768], [-0.3104, 7.5830, -3.4816], [1.7530, -5.6955, -0.5674], [3.0606, -0.8227, -0.9221], [-1.6894, -1.5427, -1.7256], [-0.5400, -1.8367, -3.4680], [-1.5004, 0.2254, 0.8443], [-0.8031, 5.8580, -0.6593], [-0.9043, 5.2636, -1.5787], [2.2363, 2.1124, 3.5430], [-0.7606, -2.2008, 1.0649], [-0.5498, -3.3311, -1.3630], [-0.9548, -0.5063, -4.0137], [-1.0432, 4.4668, 2.4395], [-0.2280, 8.2145, -2.5798], [1.2336, -3.2205, -5.8575], [-1.9021, 0.0177, 2.1692], [-0.0229, -0.5415, 5.9692], [-0.9384, -1.0428, 5.6178], [0.5762, 0.3083, 0.0476], [-1.3484, -4.0256, 2.1029], [1.0916, 1.5357, 1.5360], [1.0697, -1.2495, 1.1963], [-0.6941, 4.2050, -1.3481], [2.6466, 1.0275, -2.5991], [2.6290, 5.1692, -2.6891], [-0.4153, 0.9871, 3.4398], [-4.5637, 0.2858, -0.7001], [-0.6406, -0.3789, -5.0559], [0.2990, -1.0865, -1.3914], [-2.5884, -5.8847, -0.4596], [0.2450, 5.8270, -2.9611], [1.9548, -0.2376, -3.6703], [-0.4144, -5.9420, -0.4358], [1.8104, -3.5231, 3.9204], [0.7682, -5.2350, -0.6946], [2.8779, -2.7187, -3.2569], [2.4961, 6.7494, -3.5010], [2.4855, 3.8730, 3.7653], [-2.4521, 0.3673, -0.1541], [0.3256, 8.0585, -4.2447], [-1.6639, -5.3358, -0.6412], [-1.6464, -0.2535, 4.6269], [-0.9465, 0.0184, 3.3662], [2.0823, 6.1189, -2.6989], [-3.5644, -0.4518, 3.4330], [-0.3867, -4.2542, 2.5631], [1.3233, 3.0202, 4.7979], [-0.3203, 2.9563, 1.0612], [1.7464, 3.0603, 3.7861], [2.5377, -2.5137, 2.6148], [2.5926, 0.2129, -0.3858], [-1.4385, 1.6341, 5.5883]]}



Table of energy relative to the best compared isomer or geometry (same formula, charge and spin) (kJ/mol), in record order: 165.3 362.1 682.9 0.0